{
  "formula": "C26H20Cl38F7N3O6S2",
  "method": "ωB97M-V/def2-TZVPD",
  "fmax_ha_per_bohr": 0.19526,
  "e_homo_ev": -10.629,
  "e_lumo_ev": -1.4,
  "total_energy_ha": -20600.6050,
  "species": ["C", "C", "O", "N", "C", "C", "C", "N", "C", "C", "C", "C", "S", "O", "O", "O", "C", "C", "N", "C", "Cl", "C", "C", "Cl", "S", "O", "O", "C", "F", "F", "C", "F", "F", "C", "F", "F", "F", "H", "H", "H", "H", "H", "H", "H", "H", "H", "H", "H", "H", "H", "H", "H", "H", "H", "H", "H", "H", "C", "Cl", "Cl", "Cl", "Cl", "C", "Cl", "Cl", "Cl", "Cl", "C", "Cl", "Cl", "Cl", "Cl", "C", "Cl", "Cl", "Cl", "Cl", "C", "Cl", "Cl", "Cl", "Cl", "C", "Cl", "Cl", "Cl", "Cl", "C", "Cl", "Cl", "Cl", "Cl", "C", "Cl", "Cl", "Cl", "Cl", "C", "Cl", "Cl", "Cl", "Cl"],
  "positions_angstrom": [[-0.379, 6.176, 2.219], [0.199, 5.126, 1.111], [0.552, 5.675, 0.008], [0.362, 3.698, 1.447], [1.769, 3.295, 1.218], [-0.669, 2.791, 0.889], [-1.889, 3.797, 0.466], [-2.853, 4.503, 0.244], [-0.274, 2.018, -0.466], [0.159, 3.025, -1.687], [0.595, 2.012, -2.907], [-0.421, 2.093, -4.171], [-1.189, 0.442, -4.544], [-0.146, -0.500, -5.107], [-1.722, -0.158, -3.246], [-2.487, 0.700, -5.613], [-1.333, 1.804, 2.046], [-2.048, 2.908, 3.016], [-2.609, 3.686, 3.760], [-0.167, 1.191, 3.003], [0.872, -0.097, 2.211], [-0.734, 0.576, 4.415], [-0.001, 1.336, 5.669], [-0.165, -1.190, 4.557], [-2.529, 0.559, 1.371], [-1.826, -0.616, 0.678], [-3.409, 1.095, 0.236], [-3.721, -0.238, 2.544], [-4.516, -1.126, 1.704], [-3.122, -1.167, 3.481], [-4.796, 0.676, 3.304], [-4.292, 1.303, 4.508], [-5.770, -0.273, 3.829], [-5.678, 1.677, 2.408], [-5.031, 2.861, 1.985], [-6.765, 2.112, 3.261], [-6.298, 1.091, 1.272], [-0.756, 7.105, 1.653], [-1.245, 5.696, 2.799], [0.484, 6.498, 2.925], [1.977, 2.181, 1.089], [2.298, 3.832, 0.329], [2.380, 3.628, 2.153], [0.593, 1.266, -0.276], [-1.121, 1.384, -0.929], [1.101, 3.629, -1.454], [-0.712, 3.682, -2.045], [1.647, 2.329, -3.281], [0.710, 0.920, -2.524], [-1.218, 2.923, -4.035], [0.234, 2.362, -5.086], [-3.160, 1.190, -5.066], [0.590, 2.002, 3.352], [-1.853, 0.710, 4.585], [0.019, 0.578, 6.544], [1.118, 1.519, 5.411], [-0.538, 2.296, 5.983], [5.845, 3.146, 0.108], [6.985, 2.951, -1.241], [4.211, 3.433, -0.532], [5.839, 1.671, 1.099], [6.341, 4.530, 1.107], [-3.953, -5.019, 1.220], [-2.191, -5.257, 1.289], [-4.316, -3.282, 1.329], [-4.581, -5.660, -0.315], [-4.721, -5.870, 2.578], [7.938, -1.726, 0.611], [6.636, -1.748, 1.822], [7.441, -2.669, -0.810], [8.259, -0.049, 0.118], [9.418, -2.426, 1.319], [1.075, -6.617, 3.598], [-0.350, -7.658, 3.807], [1.651, -6.731, 1.921], [0.635, -4.933, 3.959], [2.362, -7.143, 4.705], [-4.183, -9.463, 1.003], [-2.828, -8.341, 0.741], [-3.645, -11.126, 0.678], [-4.740, -9.342, 2.686], [-5.519, -9.050, -0.094], [9.352, -6.501, -0.503], [10.936, -6.621, -1.301], [8.064, -6.605, -1.724], [9.173, -7.831, 0.662], [9.235, -4.944, 0.349], [-5.132, 2.945, -2.460], [-3.841, 1.790, -2.861], [-5.801, 2.534, -0.868], [-4.465, 4.591, -2.418], [-6.414, 2.857, -3.689], [-0.858, 0.248, -8.980], [0.302, 0.044, -10.312], [-2.487, 0.499, -9.646], [-0.854, -1.206, -7.960], [-0.391, 1.658, -8.002], [3.871, -0.735, -4.849], [5.455, -0.859, -5.646], [2.583, -0.846, -6.067], [3.693, -2.058, -3.676], [3.757, 0.825, -4.002]],
  "forces_ev_per_angstrom": [[0.04, -0.81, -0.43], [0.28, 4.61, -2.68], [-1.06, -3.37, 4.62], [-0.03, -0.52, -0.76], [2.33, 0.47, 0.31], [-2.25, 1.14, -2.54], [-3.70, 1.81, -0.47], [5.62, -3.92, 1.31], [0.59, 0.01, -1.06], [0.53, -1.74, -0.33], [0.15, 0.14, 0.11], [1.03, 1.01, -0.51], [0.88, -4.59, 2.51], [-3.23, 3.59, 0.54], [0.65, 2.67, -3.49], [1.87, 0.26, 1.98], [1.20, 2.99, 2.98], [-2.24, 1.65, 2.46], [3.31, -4.37, -4.14], [0.26, -0.51, 1.17], [-0.51, 1.69, -0.57], [1.28, 0.80, 1.14], [0.38, -1.03, -0.14], [-1.43, 1.12, 0.66], [-0.18, -3.62, -9.36], [-0.90, 3.32, 4.00], [1.89, 0.21, 4.89], [-1.78, -3.70, 1.95], [1.88, 4.83, 1.95], [-1.23, 3.10, -2.35], [-1.76, -1.47, 2.88], [-0.86, -1.31, -3.74], [2.40, 2.24, -1.53], [-2.77, 2.69, -0.54], [-1.24, -3.37, 1.31], [3.00, -1.23, -2.15], [1.97, 0.96, 3.46], [0.70, -1.64, 0.83], [1.44, 0.76, -0.70], [-1.46, -0.75, -1.13], [-0.79, 1.50, 0.27], [-1.89, -0.85, 1.82], [-0.95, -0.59, -1.52], [-1.51, 1.44, -0.15], [1.01, 1.03, 1.23], [-1.75, -0.59, -0.12], [1.38, -0.83, 0.85], [-1.98, -0.54, 0.54], [-0.35, 1.87, -0.73], [1.09, -1.68, -0.22], [-1.40, -0.60, 1.25], [0.51, -0.54, -0.49], [-1.73, -1.04, -1.19], [1.47, -0.66, -0.56], [-0.25, 1.46, -1.38], [-1.96, -0.13, 0.35], [0.80, -1.33, -0.63], [0.20, -0.08, 0.04], [-0.21, 0.04, 0.22], [1.04, -0.15, -0.30], [-0.39, 0.57, -0.08], [-0.13, -0.25, -0.20], [-0.15, 0.13, -0.16], [-0.22, 0.28, 0.03], [0.48, -2.50, -0.25], [0.07, 0.24, 0.21], [0.14, 0.18, -0.21], [0.00, 0.07, -0.20], [0.22, -0.02, -0.16], [-0.11, 0.50, 0.20], [0.31, -0.61, -0.02], [-0.30, 1.09, 0.26], [-0.04, -0.04, 0.03], [0.25, 0.21, -0.06], [-0.12, 0.03, 0.28], [0.06, -0.26, -0.08], [-0.21, 0.09, -0.20], [0.09, 0.03, -0.07], [-0.31, -0.55, 0.12], [-0.10, 0.25, 0.06], [0.11, -0.13, -0.27], [0.22, -0.14, 0.22], [-0.05, -0.06, 0.09], [-0.28, 0.03, 0.13], [0.20, 0.03, 0.18], [0.03, 0.19, -0.21], [0.33, -1.50, -0.44], [-0.23, 0.28, 0.13], [-0.17, 0.04, 0.30], [0.16, 0.31, -1.01], [-0.15, -0.30, -0.18], [0.21, -0.02, 0.14], [-0.06, -0.30, 0.07], [-0.18, 0.07, 0.23], [0.29, 0.01, 0.13], [0.00, 0.33, -0.42], [-0.01, -0.13, -0.22], [-0.14, -0.20, -0.29], [-0.21, 0.05, 0.18], [0.48, 0.05, 0.30], [0.03, 0.27, -0.17], [0.14, -0.22, -0.09]]
}